Record 1
139
Properties=species:S:1:pos:R:3:mulliken_charge:R:1 method="wB97M-V/def2-TZVPD" total_charge=+3 e_homo_ev=-16.152 de_lowest_kj_mol=10.3 mol_weight_g_mol=1028.18 e_tot_ha=-3380.85695 gap_ev=7.101
Ta 0.83 -0.14 -0.21 0.482
C -1.78 -2.82 5.50 -1.797
C -0.53 -3.23 4.73 0.259
C -0.72 -4.60 4.06 -1.251
C -0.05 -2.19 3.75 -0.543
C -0.80 -1.08 3.38 -0.677
C -0.25 -0.04 2.66 1.138
C -1.05 1.23 2.54 1.705
C -0.96 2.02 3.85 -1.752
C -2.51 1.01 2.16 -1.400
C 1.12 -0.08 2.16 -0.002
C 1.88 -1.27 2.58 1.017
C 1.25 -2.28 3.26 -0.562
C 3.39 -1.42 2.48 1.317
C 3.77 -2.71 1.73 -1.724
C 4.07 -1.47 3.86 -1.366
C 1.89 1.28 2.18 -0.654
C 2.47 1.48 3.44 -0.526
C 3.22 2.59 3.76 -1.612
C 3.43 3.58 2.81 -1.129
C 2.84 3.44 1.57 -0.434
C 2.06 2.33 1.22 0.248
P 1.35 2.42 -0.48 0.415
C -0.01 3.74 -0.57 3.079
C -0.49 3.81 -2.03 -2.270
C -1.24 3.43 0.29 -1.606
C 0.51 5.09 -0.05 -1.760
C 2.63 2.93 -1.82 2.812
C 2.73 4.45 -2.06 -2.064
C 4.07 2.50 -1.51 -1.977
C 2.20 2.21 -3.10 -1.712
H -1.97 -3.54 6.30 0.456
H -2.67 -2.81 4.86 0.308
H -1.68 -1.84 5.97 0.430
H 0.29 -3.33 5.45 0.520
H -1.57 -4.58 3.39 0.135
H -0.91 -5.35 4.83 0.501
H 0.17 -4.91 3.51 0.394
H -1.80 -0.97 3.76 0.635
H -0.56 1.81 1.77 -1.577
H -1.42 1.46 4.67 0.388
H -1.51 2.96 3.75 0.564
H 0.06 2.26 4.13 0.234
H -3.03 0.38 2.88 0.677
H -2.61 0.55 1.17 0.153
H -3.03 1.96 2.15 0.501
H 1.85 -3.14 3.56 0.729
H 3.78 -0.55 1.98 -0.781
H 3.57 -3.58 2.34 0.534
H 4.83 -2.71 1.50 0.508
H 3.21 -2.84 0.80 0.257
H 3.73 -2.33 4.44 0.350
H 3.89 -0.57 4.45 0.322
H 5.14 -1.57 3.73 0.515
H 2.30 0.73 4.20 1.224
H 3.64 2.69 4.75 0.515
H 4.01 4.46 3.04 0.536
H 2.98 4.23 0.84 0.488
H -0.84 2.84 -2.38 0.394
H 0.25 4.17 -2.74 0.396
H -1.33 4.50 -2.07 0.550
H -1.62 2.42 0.15 -0.107
H -2.02 4.13 -0.01 0.763
H -1.04 3.61 1.34 0.563
H 1.35 5.51 -0.60 0.243
H 0.76 5.04 1.00 0.504
H -0.32 5.81 -0.15 0.501
H 3.20 4.96 -1.22 0.397
H 1.80 4.96 -2.30 0.466
H 3.39 4.58 -2.92 0.637
H 4.38 2.69 -0.49 0.237
H 4.73 3.07 -2.16 0.685
H 4.23 1.46 -1.77 0.628
H 1.20 2.47 -3.45 0.138
H 2.24 1.12 -2.98 0.207
H 2.90 2.46 -3.90 0.597
C 6.47 -2.52 -2.22 -1.303
C 5.36 -1.79 -1.55 0.545
C 5.57 -0.78 -0.62 -1.803
C 4.48 -0.14 -0.08 -0.627
N 3.23 -0.50 -0.40 1.166
C 3.14 -1.49 -1.31 0.234
S 1.45 -1.87 -1.67 -0.475
N 4.10 -2.13 -1.90 -0.665
H 7.40 -2.45 -1.66 0.414
H 6.63 -2.07 -3.21 0.301
H 6.19 -3.56 -2.38 0.390
H 6.57 -0.49 -0.32 0.455
H 4.59 0.66 0.64 0.564
N -0.84 -0.22 -0.83 0.702
P -2.14 -0.92 -1.67 -0.885
N -1.61 -1.02 -3.21 0.541
C -0.58 -0.19 -3.85 0.257
C -1.18 0.82 -4.82 -0.425
C -2.05 0.13 -5.86 -1.333
C -3.13 -0.70 -5.16 -0.443
C -2.50 -1.69 -4.20 -0.878
N -3.49 -0.02 -1.43 0.726
C -3.45 1.40 -1.82 0.720
C -4.47 2.21 -1.02 -0.508
C -5.87 1.63 -1.18 -1.130
C -5.87 0.15 -0.84 -0.761
C -4.84 -0.59 -1.67 -0.681
N -2.50 -2.41 -1.16 0.476
C -3.25 -2.67 0.09 -1.436
C -2.38 -3.38 1.11 0.549
C -1.83 -4.68 0.55 -1.168
C -1.04 -4.39 -0.72 -0.204
C -1.89 -3.64 -1.73 -1.016
H 0.10 -0.86 -4.37 0.409
H -0.01 0.32 -3.08 -0.688
H -0.36 1.37 -5.31 0.519
H -1.77 1.55 -4.27 0.086
H -1.43 -0.52 -6.48 0.389
H -2.51 0.86 -6.53 0.502
H -3.73 -1.25 -5.89 0.460
H -3.81 -0.04 -4.61 0.080
H -1.88 -2.41 -4.74 0.567
H -3.26 -2.26 -3.66 0.464
H -3.69 1.48 -2.89 0.488
H -2.44 1.77 -1.69 -1.294
H -4.44 3.25 -1.37 0.490
H -4.18 2.21 0.03 0.000
H -6.20 1.76 -2.22 0.344
H -6.58 2.17 -0.56 0.456
H -6.85 -0.29 -1.02 0.427
H -5.65 0.00 0.23 0.237
H -5.08 -0.47 -2.74 0.333
H -4.84 -1.65 -1.46 0.495
H -4.10 -3.31 -0.17 0.413
H -3.64 -1.73 0.47 0.229
H -2.98 -3.55 2.01 0.677
H -1.55 -2.71 1.40 -0.488
H -2.65 -5.36 0.32 0.420
H -1.20 -5.19 1.28 0.412
H -0.68 -5.31 -1.18 0.487
H -0.15 -3.80 -0.47 -0.228
H -2.72 -4.28 -2.05 0.481
H -1.32 -3.37 -2.62 0.567


Record 2
133
Properties=species:S:1:pos:R:3:mulliken_charge:R:1 method="wB97M-V/def2-TZVPD" total_charge=-2 e_homo_ev=-1.724 mol_weight_g_mol=1122.06 e_tot_ha=-5472.90111 gap_ev=5.783
Cd 1.89 0.15 -1.01 2.647
C 1.48 -3.18 0.21 -1.474
Si 0.27 -1.85 -0.46 0.757
C -1.23 -2.20 0.75 0.214
C -2.10 -3.27 0.47 0.153
C -3.14 -3.62 1.31 -0.924
C -3.34 -2.92 2.49 -1.271
C -2.49 -1.87 2.80 -0.336
C -1.46 -1.49 1.94 -0.104
P -0.33 -0.07 2.26 0.648
C 0.93 -0.79 3.46 0.894
C 1.26 0.17 4.61 0.079
C 2.20 -0.53 5.60 -0.984
C 1.47 -1.68 6.31 -0.846
C 0.34 -2.26 5.45 -0.888
C 0.71 -2.23 3.97 -0.531
C -1.29 1.20 3.23 0.344
C -2.23 1.90 2.23 1.014
C -2.95 3.07 2.90 -1.229
C -3.87 2.59 4.04 -0.836
C -3.54 1.16 4.48 -0.930
C -2.02 0.95 4.58 -0.463
C -0.41 -2.69 -2.08 0.854
C -0.13 -4.04 -2.31 -0.403
C -0.62 -4.73 -3.41 -0.898
C -1.42 -4.07 -4.33 -1.070
C -1.69 -2.72 -4.16 -0.362
C -1.19 -2.01 -3.06 -0.554
P -1.37 -0.18 -2.90 0.542
C -3.19 0.06 -2.63 0.353
C -3.43 -0.08 -1.11 0.360
C -4.90 -0.36 -0.77 -0.808
C -5.82 0.33 -1.77 -0.939
C -5.63 -0.28 -3.17 -0.953
C -4.20 -0.80 -3.39 -1.163
C -0.95 0.43 -4.62 0.783
C -1.95 0.43 -5.79 -1.520
C -2.99 1.55 -5.70 0.016
C -2.32 2.91 -5.56 -1.317
C -1.35 2.93 -4.38 -0.064
C -0.31 1.82 -4.50 -0.625
H 1.00 -4.13 0.49 0.537
H 1.99 -2.78 1.09 0.019
H 2.27 -3.39 -0.52 0.394
H -1.97 -3.83 -0.45 0.256
H -3.80 -4.44 1.05 0.335
H -4.15 -3.18 3.17 0.319
H -2.63 -1.35 3.74 0.631
H 1.83 -0.81 2.82 -0.638
H 0.36 0.47 5.15 0.172
H 1.73 1.08 4.22 -0.275
H 2.59 0.19 6.32 0.476
H 3.06 -0.91 5.04 0.303
H 1.07 -1.33 7.27 0.341
H 2.19 -2.47 6.55 0.368
H -0.58 -1.68 5.60 0.037
H 0.11 -3.28 5.77 0.512
H -0.05 -2.75 3.39 0.327
H 1.64 -2.81 3.83 0.634
H -0.49 1.92 3.42 0.503
H -2.95 1.19 1.83 -0.169
H -1.64 2.26 1.38 -0.805
H -3.52 3.63 2.16 0.445
H -2.19 3.75 3.29 0.283
H -4.92 2.63 3.73 0.374
H -3.78 3.26 4.90 0.380
H -3.96 0.46 3.76 0.088
H -4.01 0.94 5.44 0.563
H -1.81 -0.04 4.98 -0.412
H -1.64 1.66 5.32 0.589
H 0.50 -4.58 -1.61 0.336
H -0.38 -5.78 -3.54 0.355
H -1.82 -4.60 -5.20 0.383
H -2.29 -2.22 -4.90 0.204
H -3.36 1.11 -2.90 0.449
H -3.08 0.83 -0.62 0.325
H -2.82 -0.89 -0.72 -1.187
H -5.11 -0.02 0.25 0.497
H -5.10 -1.44 -0.78 0.310
H -5.58 1.40 -1.80 0.313
H -6.87 0.25 -1.47 0.536
H -5.87 0.46 -3.93 0.302
H -6.34 -1.11 -3.31 0.451
H -3.98 -0.82 -4.46 0.129
H -4.10 -1.83 -3.04 0.548
H -0.14 -0.27 -4.89 0.783
H -2.44 -0.53 -5.91 0.340
H -1.37 0.59 -6.71 0.547
H -3.64 1.38 -4.84 -0.180
H -3.63 1.53 -6.59 0.416
H -3.07 3.70 -5.45 0.447
H -1.76 3.13 -6.48 0.372
H -1.91 2.80 -3.44 -0.014
H -0.85 3.90 -4.31 0.512
H 0.36 1.85 -3.64 -0.397
H 0.31 2.01 -5.39 0.637
N 5.27 -0.10 -2.73 -0.073
C 5.86 0.40 -1.43 1.188
C 7.38 0.44 -1.58 -2.113
P 5.36 -0.92 -0.24 0.643
O 6.13 -0.50 1.14 -0.573
O 5.98 -2.16 -0.81 -0.944
O 3.89 -0.84 0.03 -0.679
P 5.15 2.13 -1.41 0.517
O 5.68 2.74 -0.01 -0.822
O 5.86 2.79 -2.53 -0.840
O 3.67 1.95 -1.41 -0.713
H 5.58 -1.06 -2.91 0.385
H 5.50 0.53 -3.50 0.449
H 4.23 -0.11 -2.66 -0.737
H 7.77 -0.56 -1.78 0.452
H 7.81 0.81 -0.65 0.396
H 7.66 1.14 -2.37 0.475
H 7.01 -0.90 1.11 0.347
H 5.11 2.46 0.72 0.362
S -0.29 2.62 -0.71 -0.246
C 0.90 2.73 0.47 -0.327
N 1.83 1.84 0.73 1.180
C 2.70 2.23 1.73 -1.033
C 3.81 1.51 2.16 -0.119
C 4.59 2.03 3.19 -0.113
C 4.27 3.23 3.81 -0.967
C 3.16 3.96 3.39 -0.400
C 2.39 3.46 2.35 1.041
S 0.98 4.13 1.59 -0.404
H 4.05 0.57 1.68 -0.431
H 5.47 1.47 3.50 0.439
H 4.89 3.62 4.61 0.360
H 2.91 4.90 3.86 0.394
Cl 2.87 0.08 -4.71 -0.347
C 2.29 -0.74 -3.15 -1.269
H 1.29 -1.07 -3.41 -0.506
H 2.88 -1.66 -3.11 0.868


Record 3
21
Properties=species:S:1:pos:R:3:mulliken_charge:R:1 method="wB97M-V/def2-TZVPD" total_charge=0 e_homo_ev="-8.364 / -8.364" de_lowest_kj_mol=416.6 mol_weight_g_mol=212.30 e_tot_ha=-1290.59896 gap_ev="7.620 / 7.621"
C 0.17 -0.22 3.24 -0.595
C -1.17 -0.63 2.91 -0.282
C 0.99 0.20 2.25 -0.564
C -1.55 -0.79 1.60 -0.525
C 1.20 0.36 -0.36 -1.004
C 0.55 0.11 0.91 1.154
C -0.65 -0.40 0.63 0.045
C 0.34 -0.08 -1.34 0.129
N -0.24 0.01 -5.49 -0.388
N -0.90 -0.44 -0.76 -0.130
O 1.85 -0.09 -3.52 -0.626
S 1.12 0.11 -6.08 0.197
S 0.44 -0.12 -3.11 0.326
H 0.50 -0.08 4.26 0.362
H -1.94 -0.80 3.72 0.298
H 2.05 0.54 2.41 0.294
H -2.65 -1.03 1.57 0.257
H 2.20 0.71 -0.41 0.486
H -1.55 -1.00 -1.24 0.261
H 1.65 1.17 -5.32 0.154
H -0.01 1.13 -3.12 0.151